Molecular formula: C30H72F6N5NaO16S2
Method: DFT, ωB97M-V with the def2-TZVPD basis set

The net charge is 0. The calculation puts the lowest unoccupied orbital energy at 0.15 eV. Its max |F| is 4.150 eV/A.

Geometry (Å):
1 S 2.003336 2.577486 -3.524664
2 S -0.721173 2.361784 -4.217344
3 Na 1.695612 0.512323 -0.978832
4 F 3.738735 1.148404 -5.140379
5 F -1.889203 0.431289 -2.892297
6 F 4.423166 2.442276 -3.468316
7 F 3.437656 0.501067 -3.023004
8 F -2.513309 2.517132 -2.487535
9 F -0.728641 1.656905 -1.565459
10 O 8.439730 -2.222333 0.863374
11 O -4.713601 -1.794241 -1.692972
12 O 3.499663 -4.834226 0.354711
13 O 0.915523 -0.764793 -2.757886
14 O 2.316972 3.768845 -4.236461
15 O -1.507067 1.786413 -5.302159
16 O -4.477020 -4.678595 2.636700
17 O 1.881306 2.602932 -2.067658
18 O 2.761379 4.238365 0.209725
19 O -0.836191 3.767110 -3.862818
20 O 0.186088 -0.269381 1.137787
21 O -1.691130 -1.699602 3.121429
22 O -2.657616 2.439260 2.533695
23 O 2.095798 1.707225 0.743243
24 O -2.423931 7.772984 -1.991302
25 O 1.924475 -1.768411 -0.448988
26 N 5.991837 -3.361759 1.465939
27 N -0.138561 5.808996 -1.151149
28 N -6.030201 -3.221919 0.696818
29 N 0.720224 1.793066 -4.207002
30 N -2.501123 0.002617 1.249973
31 C -0.583251 -2.397982 3.693107
32 C -6.429538 -2.066662 -0.022635
33 C 2.015462 5.253369 -0.445152
34 C -6.118543 -2.105178 -1.527862
35 C 7.874941 -3.181422 -0.019164
36 C 1.195412 -2.558320 -1.439410
37 C 3.028262 -6.131012 0.250567
38 C -6.250073 -3.161589 2.123856
39 C -2.105365 -2.341499 1.902209
40 C 6.370274 -3.011341 0.121870
41 C 0.809533 0.397641 2.239820
42 C -1.528144 8.603267 -2.655821
43 C 1.559265 -2.000109 -2.741420
44 C 1.201525 1.780002 1.816359
45 C 9.826440 -2.244343 0.860819
46 C -3.459701 1.010175 0.814113
47 C 4.227841 4.272744 0.085866
48 C -2.262400 6.389139 -2.338437
49 C 0.564578 5.267904 -0.028353
50 C -3.066906 -1.361075 1.141425
51 C -1.478599 1.703952 -2.655645
52 C 4.602790 -3.145354 1.820357
53 C -1.592297 5.642545 -1.174888
54 C -5.867431 -4.481269 2.725694
55 C -4.099744 -5.887245 3.247105
56 C -3.040217 3.662775 3.081522
57 C -4.234880 -2.043779 -2.986810
58 C -2.910871 2.378522 1.126675
59 C 3.569654 1.564444 -3.854287
60 C 3.747107 -4.477261 1.733408
61 H 2.098376 4.951642 -1.504497
62 H 10.201853 -1.672699 1.702005
63 H -0.302154 -1.855707 4.573352
64 H -1.839783 4.475257 -1.341925
65 H 0.252245 -2.282991 3.024482
66 H 0.428026 5.891492 0.853369
67 H -5.054933 -3.431225 0.582157
68 H 3.726897 -6.881396 0.604586
69 H 0.133157 -2.476929 -1.318008
70 H -0.777668 -0.058381 1.103040
71 H 4.518527 -2.772326 2.876876
72 H 4.607559 5.137316 0.687955
73 H 1.287141 -2.650024 -3.580597
74 H 0.352790 4.194757 0.314075
75 H -2.686046 4.519043 2.538903
76 H 5.866040 -3.672712 -0.606330
77 H 1.690249 -0.122086 2.581097
78 H -3.292831 6.006064 -2.568138
79 H -2.247509 0.109284 2.230146
80 H -5.718798 -2.290465 2.548149
81 H 1.378453 -3.668000 -1.291479
82 H -6.416073 -5.349364 2.322294
83 H -7.494648 -1.878016 0.137690
84 H -4.108806 3.673023 3.339811
85 H -3.208276 -1.781275 -3.029747
86 H -3.553494 0.968286 -0.272782
87 H 10.293883 -1.712289 0.060937
88 H -4.607724 -6.757465 2.827612
89 H -1.511347 9.556503 -2.131707
90 H 2.799116 -4.345631 2.241783
91 H 4.291330 -5.288734 2.246068
92 H 4.502965 4.337952 -0.983236
93 H 0.363286 2.438516 1.549393
94 H -6.687833 -1.253479 -1.971231
95 H -3.539696 3.195944 0.774515
96 H 2.431669 6.253440 -0.321237
97 H -3.125655 -1.565555 0.089123
98 H 1.671684 2.129021 2.711499
99 H -3.041967 -5.999305 3.111961
100 H -6.113030 -4.461707 3.796725
101 H 4.162713 -2.409614 1.170619
102 H 1.240429 -1.550209 0.267978
103 H -7.320201 -3.006556 2.325199
104 H 0.165334 0.521057 3.121256
105 H -5.827924 -1.211875 0.333705
106 H -4.080676 -1.466218 1.522873
107 H 0.862877 -0.383847 -3.650187
108 H -1.214801 -2.553429 1.315408
109 H 8.178845 -4.190845 0.310291
110 H -6.431511 -3.054010 -1.919713
111 H 2.330126 2.641819 0.538621
112 H -1.931304 2.483807 0.683083
113 H -2.622516 -3.235967 2.166064
114 H -1.639287 6.238697 -3.201137
115 H -4.449513 0.866192 1.371307
116 H 8.254915 -2.955541 -1.038264
117 H 6.101020 -1.997041 -0.149857
118 H -1.774413 8.858457 -3.699201
119 H 6.547863 -2.802077 2.069639
120 H -2.604325 3.745785 4.070644
121 H 0.226580 5.415673 -2.021785
122 H -0.505957 8.199823 -2.604658
123 H 2.119711 -6.371298 0.786426
124 H 2.652236 -1.835235 -2.823054
125 H -4.453104 -3.049560 -3.312617
126 H 2.918564 -6.293777 -0.805780
127 H -2.093403 5.823432 -0.197867
128 H 4.585135 3.313330 0.515172
129 H -4.759076 -1.431288 -3.738134
130 H -4.286708 -5.773749 4.318307
131 H 10.104855 -3.275260 1.010775
132 H -0.791254 -3.422706 3.864203

Force components x, y, z for each atom (eV/Å):
-2.5531 -0.4344 -1.0576
-1.3239 0.7691 0.2356
-0.2898 -0.1752 -0.3105
0.1894 0.5216 1.9700
-0.3081 0.4938 0.4691
2.2980 -0.1819 0.2223
1.4010 0.0883 -0.5294
-0.6750 -0.6328 0.9892
0.1811 0.4111 0.2825
-0.6637 0.4915 -0.0142
-0.8711 -0.7832 0.4991
0.4484 0.9107 1.4744
-0.6629 1.1785 -0.8109
0.0987 0.8031 0.1829
1.1579 0.8032 1.4713
0.1041 -0.0796 -0.8302
0.5482 -0.2061 -0.9602
1.2787 -0.0979 1.2095
0.5765 -0.4402 -0.9912
0.8970 -0.4631 0.4253
0.0000 -0.5766 -0.1254
-0.2204 0.0722 -0.3236
0.5688 0.5466 0.1299
-0.2092 -0.7049 -0.4341
-2.0566 -0.3356 0.8899
-0.2877 -0.3524 0.3186
-1.0287 0.2935 -0.4556
-0.2735 -1.3388 0.0830
2.8992 -0.3631 0.3554
-0.4421 -0.7729 0.2490
-0.3806 1.7613 -0.8024
0.8530 1.0896 -0.6459
0.9618 -0.3564 -1.0805
0.2156 1.8569 1.0295
0.0153 0.5694 0.0359
1.0599 -1.8167 1.7675
0.3391 -0.7386 -0.4878
-0.6311 0.1227 -0.5640
-0.3951 1.6487 -0.1178
0.1242 -1.0134 -1.0364
-1.2241 0.6755 -0.6854
0.9544 0.8425 -0.0091
1.1713 -0.3879 -1.1954
-0.1915 -0.3009 0.3511
0.1125 0.1069 1.3727
-0.4623 0.2715 0.7515
-1.3404 0.3289 0.2957
-0.9006 0.0654 1.3479
0.4985 -1.4381 0.4742
1.6219 -0.0997 0.6527
-0.3374 -1.0547 -1.8906
-0.8565 -1.5356 0.6008
-1.0402 -3.1842 -0.2170
-0.0092 -0.0383 1.4106
-0.0434 0.5306 0.3846
-0.3607 -0.2774 1.7481
-1.5058 0.4921 -0.7107
0.4781 -0.3821 0.6671
-4.0070 -0.6850 -0.8357
1.0118 0.9541 -0.5750
-0.3035 0.6253 0.1013
-0.2554 -0.0374 0.6198
-0.0940 -0.0029 0.7909
0.4387 2.2319 0.2343
0.5842 -0.3099 -0.5372
-0.1216 0.1066 0.0950
0.4258 -0.0078 -0.4726
0.6394 -0.1024 0.1930
-0.7218 0.4563 0.2212
-0.3044 -0.0127 -0.1777
0.1580 -0.3815 -0.8838
-0.1083 -0.6933 -0.6644
-0.2889 0.0717 0.0944
-0.3794 0.9742 -0.7166
-0.1394 0.4637 -0.6241
0.1289 0.1511 0.3567
0.3745 -0.5163 -0.2362
0.9966 0.0501 0.3412
-0.4782 0.4222 0.0750
0.0094 -0.3809 0.4306
0.4295 1.2266 -0.3032
0.0847 0.4318 -0.3697
0.0861 0.0119 -0.0246
-0.1096 0.3155 -0.7685
0.9783 -0.0373 0.0537
-0.4614 -0.3587 0.0357
0.1542 -0.2348 -1.3859
-0.1739 0.0006 0.0355
-0.0425 0.0992 0.1686
-0.4384 0.1372 0.1486
0.0045 0.2041 -0.2391
-0.0039 0.0934 0.4915
-0.1307 -0.3434 0.2716
0.1685 -0.7477 -0.0944
-0.2259 -0.0723 0.0970
0.3900 -0.0311 0.1282
0.0127 -0.5714 -0.5094
0.5697 1.0563 0.5945
0.5859 -0.1105 -0.1513
-0.1735 0.0601 0.1098
-0.5620 0.4574 -0.3347
1.2346 -0.2141 -0.9952
0.1525 0.0059 -0.0904
-0.2845 -0.3535 -0.2442
-0.5723 0.4353 0.0447
-0.0914 0.3265 0.3861
0.0139 0.0769 0.2624
0.1171 -0.0708 -0.2593
-0.0711 0.1760 -0.2815
0.1706 -0.5786 -0.6183
0.0518 -0.0939 -0.3327
0.2987 0.1014 -0.6826
-0.4038 -0.8631 -0.0538
0.2018 0.1429 -0.6551
0.9400 0.2129 -0.9920
-0.4083 -0.3838 0.2797
-0.0862 0.5453 -0.0770
-0.1927 -0.4968 0.0698
0.6431 0.3254 0.5658
0.5082 -0.1276 0.2164
-0.1730 0.0454 0.3229
-0.1671 0.0536 -0.1535
-0.7034 0.4557 0.1487
-0.2833 -0.3407 0.1826
0.3563 -0.7204 0.1066
-0.4202 -0.3096 -0.4863
0.6047 0.5128 -0.5580
-0.1996 0.6710 -0.2734
0.0639 0.2563 0.1886
-0.1308 -0.4798 0.1471
0.8927 -0.3821 -0.3667
-0.2776 -1.0755 0.3535

Results of the Mulliken charge analysis, in e, for atoms 1 through 6:
1 S 0.96
2 S 0.91
3 Na 0.77
4 F -0.22
5 F -0.18
6 F -0.17